P.
25
Properties=species:S:1:pos:R:3:lowdin_charge:R:1 method="wB97M-V/def2-TZVPD" e_lumo_ev=-2.537 charge=+1 homo_lumo_gap_ev=9.82 molar_mass_g_mol=143.21
C -0.88241 0.55246 -1.40820 -0.119
C -1.16481 1.00838 1.04959 -0.147
C 1.09467 1.08379 0.09013 -0.081
C -1.90166 -0.48058 -0.83189 -0.139
C -1.20888 -0.53626 1.48346 -0.071
C 1.91878 -0.19921 -0.08032 -0.375
N -0.39478 1.20586 -0.17107 -0.146
N 3.25638 -0.03219 0.04114 0.166
N 1.34390 -1.33457 -0.35582 0.149
N -1.10895 -1.17592 0.15783 -0.074
H -0.12379 0.07289 -2.02598 0.120
H -1.15647 1.40560 -1.96870 0.110
H -2.09788 1.47765 0.97581 0.110
H -0.78235 1.51097 1.81955 0.075
H 1.39315 1.54394 1.04308 0.135
H 1.39822 1.91029 -0.62981 0.156
H -2.82755 -0.01339 -0.44057 0.137
H -2.22466 -1.02574 -1.71474 0.129
H -0.33141 -0.96974 2.02143 0.140
H -2.22606 -0.63980 1.87155 0.129
H 3.59632 0.92113 -0.10814 0.131
H 3.83801 -0.80332 -0.26932 0.126
H 1.97090 -2.07036 -0.60478 0.103
H 0.04824 -1.29153 -0.30387 0.075
H -1.42689 -2.12036 0.35965 0.161

***

Q.
25
Properties=species:S:1:pos:R:3:lowdin_charge:R:1 method="wB97M-V/def2-TZVPD" e_lumo_ev="-4.362 / -4.363" charge=+1 homo_lumo_gap_ev="6.80 / 6.80" molar_mass_g_mol=143.21
C 1.61350 -1.59522 -1.91482 -0.027
C 0.71361 -1.38645 -3.04767 -0.054
C 1.03192 0.48359 -1.70089 -0.136
C -1.97235 0.25529 2.01012 -0.043
C -0.14580 1.82329 1.92155 0.020
C 0.33488 -0.56921 1.61471 -0.016
N 1.76538 -0.53188 -1.16256 0.090
N 0.41639 0.06274 -2.78530 0.076
N -0.87890 0.43787 -0.09766 -0.022
N -0.67910 0.51982 1.25673 -0.493
H 2.30300 -2.36760 -1.85421 0.116
H 1.02954 -1.35676 -4.07064 0.144
H -0.12542 -1.99136 -2.92505 0.121
H 1.11844 1.55374 -1.38521 0.159
H -2.69342 1.10230 1.73519 0.119
H -2.26824 -0.83198 1.77619 0.120
H -1.90409 0.50356 3.13478 0.109
H -0.30050 1.52419 3.02026 0.114
H 0.89480 1.92958 1.68365 0.082
H -0.70198 2.71691 1.62372 0.100
H -0.20321 -1.52432 1.66646 0.101
H 1.02625 -0.68404 0.81507 0.035
H 0.94140 -0.35367 2.47621 0.091
H -0.06729 0.71217 -3.44309 0.189
H -1.24881 -0.43254 -0.34755 0.006

***

R.
25
Properties=species:S:1:pos:R:3:lowdin_charge:R:1 method="wB97M-V/def2-TZVPD" e_lumo_ev=-3.012 charge=+1 homo_lumo_gap_ev=9.33 molar_mass_g_mol=143.21
C -2.38908 1.42775 -0.95188 0.112
C -2.97118 0.60879 -0.24397 -0.297
C 0.28832 0.38383 0.60126 -0.368
C 0.74403 -0.85984 -1.54962 -0.062
C 1.77650 -1.57123 0.55213 -0.046
C 0.59612 -0.88963 -0.03961 -0.370
N 1.00219 1.44539 0.38351 0.084
N -3.35586 -0.24413 0.65840 0.052
N -0.52209 0.38064 1.62051 0.224
N 2.06274 1.43617 -0.61173 0.081
H -1.82706 2.08959 -1.49582 0.004
H -0.03148 -0.23044 -2.00546 0.091
H 0.65480 -1.84253 -1.90808 0.078
H 1.62181 -0.54119 -2.05793 0.070
H 1.79055 -1.54641 1.65969 0.106
H 2.69171 -1.13229 0.07477 0.094
H 1.83845 -2.66447 0.38680 0.111
H -0.35152 -1.48860 0.11742 0.166
H 0.69397 2.38987 0.52036 0.168
H -3.16900 -1.25077 0.55612 0.132
H -4.16920 -0.04220 1.21473 0.118
H -0.71118 1.27000 2.03785 0.133
H -1.42719 -0.07963 1.58558 0.094
H 2.61601 0.58928 -0.35188 0.086
H 2.54763 2.36205 -0.75316 0.141

***

Which of them is most stable, and which least? Most stable: P; least stable: Q.

***

P.
16
Properties=species:S:1:pos:R:3:lowdin_charge:R:1 method="wB97M-V/def2-TZVPD" smiles="CO/C=C(/C)CF" e_lumo_ev=0.697 charge=0 homo_lumo_gap_ev=9.54 molar_mass_g_mol=104.12
C -2.49106 -0.62048 0.56645 -0.075
O -1.69559 -0.56996 -0.68232 -0.150
C -0.67226 0.32040 -0.42124 -0.109
C 0.71073 0.13264 -0.02120 -0.274
C 1.46314 1.31720 0.14259 -0.113
C 1.47148 -1.03013 -0.43246 -0.197
F 2.60398 -1.25858 0.35532 -0.063
H -3.28183 0.22858 0.51006 0.115
H -1.90531 -0.77099 1.49757 0.101
H -3.26870 -1.36505 0.51755 0.063
H -0.97292 1.50236 -0.37131 0.163
H 2.08789 1.62437 -0.76566 0.126
H 2.19824 1.26480 0.86211 0.056
H 0.89514 2.22668 0.28689 0.078
H 1.86754 -1.02351 -1.58585 0.177
H 0.98955 -1.97832 -0.45851 0.102

***

Q.
16
Properties=species:S:1:pos:R:3:lowdin_charge:R:1 method="wB97M-V/def2-TZVPD" smiles="CC(=O)F.C=CC" e_lumo_ev=0.835 charge=0 homo_lumo_gap_ev=9.98 molar_mass_g_mol=104.12
C -3.19601 -0.80576 0.17055 0.013
C -2.27318 -0.03412 -0.72675 -0.508
O -2.49238 0.19134 -1.86196 0.153
F -1.16060 0.51208 -0.14295 0.054
H -2.89660 -0.36332 1.10489 0.071
H -3.12772 -1.86534 -0.03262 0.087
H -4.31666 -0.51198 0.04230 0.130
C 1.65994 -0.71117 -0.62695 -0.009
C 2.47301 -0.15456 0.33025 -0.230
C 2.31837 1.25465 0.74232 -0.131
H 1.79454 -1.56897 -1.26026 0.039
H 0.82073 -0.09523 -0.92240 0.021
H 3.36622 -0.70095 0.72349 0.103
H 3.18139 1.75882 0.41739 0.053
H 1.47017 1.86032 0.26558 0.111
H 2.37877 1.23418 1.77711 0.043

***

R.
16
Properties=species:S:1:pos:R:3:lowdin_charge:R:1 method="wB97M-V/def2-TZVPD" smiles="CC(=O)F.C=CC" e_lumo_ev=0.849 charge=0 homo_lumo_gap_ev=10.36 molar_mass_g_mol=104.12
C -2.48374 -0.36294 -0.30451 0.008
C -2.31232 0.40368 0.99290 -0.484
O -1.49692 0.12334 1.89375 0.080
F -3.18515 1.37181 1.06725 0.132
H -1.76444 -1.15280 -0.26124 0.013
H -3.37478 -0.96628 -0.24631 0.089
H -2.40729 0.42386 -1.08899 0.117
C 0.68314 -1.22152 -0.36705 -0.031
C 1.61796 -1.31293 -1.37643 -0.207
C 1.56152 -2.02621 -2.78117 -0.080
H -0.35927 -1.71412 -0.49971 0.045
H 0.84786 -0.61708 0.67893 0.111
H 2.55920 -0.93078 -1.19456 0.042
H 1.82790 -3.03380 -2.51101 0.065
H 0.55615 -2.02264 -3.06211 0.037
H 2.20853 -1.54141 -3.49381 0.063

***

Which of them is most stable, and which least? Most stable: Q; least stable: P.